(1)
Formula: C4H8S
Source: OMol25
Level of theory: wB97M-V/def2-TZVPD

LUMO (eV): 0.932
Energy above the lowest of the compared OMol25 structures with the same formula, charge and spin (kJ/mol): 324.8
HOMO-LUMO gap (eV): 9.3
E_tot (Ha): -555.2462

```
13
Properties=species:S:1:pos:R:3:lowdin_charge:R:1
C 0.124 0.564 -1.249 -0.114
C -0.316 -0.885 -1.217 -0.062
C -0.648 0.033 -0.153 -0.374
C -1.532 0.458 0.791 -0.448
S -1.671 2.240 1.279 0.683
H 1.086 0.794 -1.231 0.055
H -0.329 1.340 -1.810 0.104
H -0.944 -1.126 -2.002 0.087
H 0.532 -1.450 -0.987 0.090
H -0.076 -0.656 2.559 0.060
H -0.457 2.548 0.892 -0.174
H -2.212 -0.153 1.352 0.043
H 0.212 -0.926 1.885 0.049
```

(2)
Formula: C11H9NO2
Source: OMol25
Level of theory: wB97M-V/def2-TZVPD

LUMO (spin up / spin down) (eV): -0.810 / -0.825
Energy above the lowest of the compared OMol25 structures with the same formula, charge and spin (kJ/mol): 700.6
HOMO-LUMO gap (spin up / spin down) (eV): 7.2 / 7.2
E_tot (Ha): -629.4423
SMILES: O=[N+]([O-])C1=CC=C[C@@H]2C=C3C=C[C@@]12C3

```
23
Properties=species:S:1:pos:R:3:lowdin_charge:R:1
C 0.394 -2.355 -0.227 -0.063
C 1.599 -1.658 -0.094 -0.021
C -1.236 2.375 -0.005 -0.031
C -0.806 -1.822 0.184 -0.048
C -0.086 1.960 0.492 -0.029
C -2.244 0.226 0.423 -0.006
C -1.848 1.091 -0.523 -0.161
C 1.656 -0.345 0.174 0.006
C -0.630 0.489 -1.274 -0.039
C -1.005 -0.524 0.802 -0.237
C 0.087 0.446 0.146 -0.154
N 2.870 0.405 0.073 -0.384
O 3.868 -0.201 -0.257 0.069
O 2.851 1.588 0.337 0.078
H 0.400 -3.338 -0.608 0.096
H 2.497 -2.047 -0.390 0.094
H -1.638 3.257 0.260 0.067
H -1.762 -2.412 0.262 0.142
H 0.555 2.668 1.116 0.138
H -3.182 0.122 0.889 0.104
H -0.926 -0.501 -1.633 0.110
H -0.234 1.242 -1.959 0.130
H -1.180 -0.666 1.812 0.140
```

(3)
Formula: C4H7NO2
Source: OMol25
Level of theory: wB97M-V/def2-TZVPD

LUMO (eV): 0.750
Energy above the lowest of the compared OMol25 structures with the same formula, charge and spin (kJ/mol): 208.3
HOMO-LUMO gap (eV): 10.6
E_tot (Ha): -361.8015
SMILES: [H]/N=C(/C)OCC=O

```
14
Properties=species:S:1:pos:R:3:lowdin_charge:R:1
C 0.220 0.242 -1.418 -0.108
C -1.169 -1.261 1.519 -0.015
C -0.090 -0.503 0.820 -0.485
C 0.676 1.746 -1.271 -0.198
O -0.588 0.238 -0.227 -0.082
N 1.131 -0.504 1.203 0.168
O 1.843 2.096 -1.160 0.040
H 1.741 0.054 0.603 0.046
H 1.111 -0.391 -1.422 0.129
H -0.439 0.172 -2.287 0.123
H -0.128 2.479 -1.448 0.127
H -2.132 -0.753 1.426 0.083
H -1.244 -2.258 1.078 0.088
H -0.932 -1.357 2.582 0.085
```

(4)
Formula: C4H5N
Source: OMol25
Level of theory: wB97M-V/def2-TZVPD

LUMO (eV): 0.876
Energy above the lowest of the compared OMol25 structures with the same formula, charge and spin (kJ/mol): 340.8
HOMO-LUMO gap (eV): 11.5
E_tot (Ha): -210.0339
SMILES: CC#N.C#C

```
10
Properties=species:S:1:pos:R:3:lowdin_charge:R:1
C 0.726 0.388 1.257 -0.034
C -0.229 0.473 2.032 0.075
C 0.372 -1.130 -0.850 -0.341
C -0.443 0.027 -1.247 -0.105
N 1.084 -2.038 -0.859 0.136
H 1.437 1.030 0.894 0.033
H -0.984 0.373 2.696 -0.001
H -1.247 -0.300 -1.902 0.073
H 0.156 0.796 -1.792 0.099
H -0.873 0.380 -0.229 0.064
```

(5)
Formula: C6H9N
Source: OMol25
Level of theory: wB97M-V/def2-TZVPD

LUMO (eV): 1.108
Energy above the lowest of the compared OMol25 structures with the same formula, charge and spin (kJ/mol): 349.4
HOMO-LUMO gap (eV): 9.5
E_tot (Ha): -288.6489
SMILES: C[C@]12C[C@H]1[C@H]1N[C@H]12

```
16
Properties=species:S:1:pos:R:3:lowdin_charge:R:1
C -1.594 -1.177 -0.429 -0.035
C -0.357 -0.353 -0.152 -0.357
C 0.828 -1.049 0.470 -0.062
C 0.208 0.127 1.166 -0.144
C 0.663 1.448 0.489 -0.201
N 1.561 1.138 -0.645 0.039
C 0.098 1.009 -0.797 -0.170
H -2.549 -0.642 -0.391 0.073
H -1.642 -1.971 0.325 0.077
H -1.532 -1.680 -1.403 0.079
H 0.617 -2.039 0.873 0.108
H 1.803 -0.924 0.016 0.096
H -0.270 0.110 2.142 0.132
H 0.734 2.412 0.981 0.133
H 1.838 2.029 -1.059 0.098
H -0.405 1.562 -1.585 0.135
```

(6)
Formula: C2H4N2O3S
Source: OMol25
Level of theory: wB97M-V/def2-TZVPD

LUMO (eV): 0.032
Energy above the lowest of the compared OMol25 structures with the same formula, charge and spin (kJ/mol): 481.3
HOMO-LUMO gap (eV): 10.3
E_tot (Ha): -811.8606

```
12
Properties=species:S:1:pos:R:3:lowdin_charge:R:1
C 1.678 2.249 1.738 0.007
C -2.150 -0.567 -1.584 -0.330
N 1.149 1.318 1.380 0.031
N -1.068 -0.741 -0.728 0.029
O 2.136 -1.002 2.427 -0.449
O 2.142 -1.516 0.020 -0.426
O -1.690 0.586 -1.027 -0.060
S 1.426 -1.111 1.177 0.784
H 2.039 3.238 1.648 0.069
H -0.246 -0.934 -1.309 0.082
H -2.256 -0.632 -2.683 0.121
H -3.160 -0.889 -1.061 0.140
```